Record 1
Density functional theory data (ωB97M-V/def2-TZVPD) for 2 unconnected molecules or ions with the total composition C6H9IN3 in a non-equilibrium geometry.

**Net charge**: +1
**Lowest unoccupied orbital energy (spin up / spin down)**: -5.30 / -5.30 eV
**Spin multiplicity**: 1

Each line ends with the Löwdin charge.
Atoms and positions in Å:
C: -3.1784 1.1487 -0.6165  -0.152
C: -2.0593 0.2831 -0.6154  -0.282
C: -2.6552 -0.9235 -0.0358  -0.307
C: -2.2595 -2.1217 0.2474  0.060
C: 3.1859 1.3151 -0.0767  0.005
C: -0.8535 0.5102 -1.1759  -0.637
N: -4.2531 0.6914 -0.1512  0.085
N: -3.9986 -0.5662 0.1950  -0.004
N: 4.1806 0.5309 0.0461  0.131
I: 0.7496 -0.6817 -1.1675  1.013
H: -3.2872 2.0977 -0.9697  0.094
H: -2.8950 -2.7336 0.8810  0.073
H: -1.2678 -2.6600 -0.0106  0.061
H: 3.3310 2.1922 -0.7732  0.145
H: 2.3804 1.2045 0.7322  0.117
H: -0.6671 1.5513 -1.5356  0.061
H: -4.7204 -1.0802 0.7353  0.177
H: 4.1520 -0.2916 0.6937  0.172
H: 5.0418 0.5553 -0.5798  0.190



Record 2
Density functional theory data (ωB97M-V/def2-TZVPD) for a molecular structure, C6H9KMgO2 in a non-equilibrium geometry.

**Net charge**: +1
**Lowest unoccupied orbital energy (spin up / spin down)**: -4.33 / -4.37 eV
**Spin multiplicity**: 2

Each line ends with the Mulliken spin population.
Atoms and positions in Å:
C: 1.0517 1.6430 -0.7274  0.000
H: 0.5254 1.1806 -1.5645  0.000
H: 0.0885 1.7897 -0.2555  0.000
C: -1.7077 -0.3820 -1.3298  0.067
C: -2.3128 -0.8060 -0.1349  -0.040
C: -1.8912 -1.9180 0.5722  0.797
O: -0.9827 -1.8772 1.5731  0.078
K: -2.1401 -3.6858 3.8948  0.012
H: -0.7960 -0.8852 -1.6636  -0.010
H: -2.1059 0.4797 -1.8664  0.003
H: -3.0096 -0.1208 0.3622  0.061
H: -2.2426 -2.9211 0.2954  0.001
H: 2.2382 2.3482 1.1661  0.000
O: 1.8866 0.2807 1.1965  0.003
C: 2.0350 1.4663 0.5427  -0.001
C: 2.5530 1.5572 -0.8630  0.000
H: 3.0968 2.4564 -1.1642  0.000
H: 2.9141 0.6007 -1.2561  0.000
Mg: 0.7993 -1.2063 1.2223  0.028